Molecular formula: C64H63BCl2O2P2RuSSb2
Method: DFT, ωB97M-V with the def2-TZVPD basis set

Summary:
**Frontier orbital gap (alpha / beta)**: 5.007 / 4.765 eV
**HOMO (alpha / beta)**: -9.39 / -9.40 eV
**Multiplicity**: 2
**⟨S²⟩**: 1.072
**Charge**: +1
**Strongest force on any atom**: 2.50 eV/Å

Geometry as XYZ:
```
138
Properties=species:S:1:pos:R:3:mulliken_charge:R:1
Ru 0.1408 0.2427 -0.4172 -1.2868
Cl -1.8099 1.7418 0.6657 0.4210
C -2.0815 3.3651 0.1936 -0.4928
C -3.0332 4.1362 0.8307 -1.0688
C -3.2085 5.4468 0.4153 -0.7451
C -2.4356 5.9730 -0.6086 -0.6304
C -1.4894 5.1865 -1.2397 -0.0044
Cl -0.5011 5.8373 -2.4820 -0.2054
C -1.3046 3.8451 -0.8644 -0.3501
S -0.1650 2.8231 -1.6697 0.7903
H -3.6261 3.7166 1.6266 0.5688
H -3.9482 6.0680 0.8933 0.4194
H -2.5687 6.9965 -0.9201 0.5053
C 0.5559 -2.9384 -1.9041 -0.9562
C 0.6932 -3.6006 -0.5428 -0.3307
C 0.9602 -2.6206 0.5599 -0.5763
Sb -1.2049 -1.4816 1.2550 0.5080
C -3.3386 -0.6015 1.3395 0.8143
C -3.9124 -0.3986 2.5826 -1.0738
C -5.1728 0.1773 2.6662 -0.6481
C -5.8489 0.5509 1.5169 -0.9089
C -5.2720 0.3440 0.2771 -0.9240
C -4.0153 -0.2269 0.1908 0.9422
C -2.1117 -3.4405 1.3323 1.5443
C -3.3277 -3.6593 0.7036 -0.5934
C -3.9728 -4.8752 0.8284 -0.5209
C -3.4171 -5.8802 1.6028 -0.8043
C -2.1991 -5.6691 2.2287 -0.7350
C -1.5490 -4.4563 2.0917 -0.4414
Sb -1.1420 -1.5459 -1.8624 -0.1149
C -1.8590 -0.5478 -3.6575 1.2707
C -2.2408 0.7787 -3.5491 -0.6579
C -2.6274 1.4865 -4.6734 -0.5785
C -2.6483 0.8604 -5.9083 -0.7851
C -2.3123 -0.4814 -6.0079 -0.9192
C -1.9197 -1.1877 -4.8819 -0.4475
C -2.6374 -3.0932 -2.2600 1.4172
C -2.3474 -4.4466 -2.2937 -0.4926
C -3.2933 -5.3578 -2.7352 -0.9010
C -4.5422 -4.9261 -3.1471 -0.7399
C -4.8392 -3.5748 -3.1150 -0.7536
C -3.8919 -2.6698 -2.6770 -0.1272
H 0.4053 -3.6650 -2.7040 0.9086
H 1.4428 -2.3443 -2.1233 0.3927
H 1.5284 -4.3151 -0.5825 0.6207
H -0.2017 -4.1888 -0.2968 0.0368
H 1.6258 -1.7919 0.2555 0.0012
H 1.3149 -3.0936 1.4732 0.6365
H -3.3766 -0.6905 3.4782 0.5197
H -5.6192 0.3554 3.6326 0.4563
H -6.8184 1.0184 1.5814 0.4106
H -5.7892 0.6408 -0.6239 0.5229
H -3.5557 -0.3445 -0.7910 -0.0958
H -3.7902 -2.8771 0.1153 0.1736
H -4.9185 -5.0244 0.3281 0.4599
H -3.9371 -6.8184 1.7226 0.4067
H -1.7628 -6.4514 2.8323 0.4638
H -0.6047 -4.2901 2.5916 0.3490
H -2.2122 1.2770 -2.5829 0.3556
H -2.8957 2.5297 -4.5892 0.5013
H -2.9090 1.4230 -6.7908 0.3927
H -2.3240 -0.9661 -6.9720 0.4260
H -1.6318 -2.2267 -4.9526 0.5305
H -1.3779 -4.8224 -1.9977 0.1490
H -3.0435 -6.4099 -2.7719 0.4372
H -5.2681 -5.6392 -3.5095 0.4155
H -5.8038 -3.2210 -3.4470 0.4900
H -4.1315 -1.6141 -2.6887 0.3927
C 3.1785 0.4957 2.0627 -1.9655
P 1.7381 1.2423 1.1436 2.4941
C 1.1095 2.2421 2.5509 0.6816
C -0.0694 1.9243 3.2114 0.5278
C -0.4943 2.6812 4.2899 -1.2347
C 0.2813 3.7261 4.7554 -0.7885
C 1.4937 4.0097 4.1447 -1.1196
C 1.8966 3.2842 3.0403 -0.6125
C 2.6266 2.5166 0.1707 0.9224
C 3.7620 2.1755 -0.5554 -0.9133
C 4.4432 3.1338 -1.2839 -1.0235
C 3.9606 4.4294 -1.3517 -0.8617
C 2.7819 4.7544 -0.7014 -0.9539
C 2.1226 3.8119 0.0658 -0.4970
P 2.9372 -1.1426 2.9248 -0.0095
C 4.3680 -1.0686 4.0743 0.7376
C 4.2423 -1.7847 5.2633 -0.4717
C 5.2934 -1.8627 6.1564 -0.7298
C 6.4930 -1.2340 5.8675 -0.5508
C 6.6349 -0.5362 4.6828 -0.6797
C 5.5835 -0.4579 3.7827 -0.4120
C 1.6443 -0.7595 4.1750 0.5573
C 1.7417 0.2829 5.0908 -0.1932
C 0.7823 0.4317 6.0745 -0.8315
C -0.2874 -0.4461 6.1493 -0.6940
C -0.3837 -1.4978 5.2535 -0.3939
C 0.5885 -1.6571 4.2815 -0.7428
H 3.5429 1.2458 2.7735 0.8933
H 3.9697 0.2966 1.3332 0.8404
H -0.6509 1.0611 2.9107 -0.0130
H -1.4293 2.4438 4.7737 0.5493
H -0.0516 4.3073 5.6011 0.4830
H 2.1206 4.7964 4.5371 0.5024
H 2.8304 3.5253 2.5532 0.5446
H 4.1074 1.1509 -0.5640 0.1808
H 5.3465 2.8595 -1.8060 0.4207
H 4.4891 5.1780 -1.9245 0.4360
H 2.3669 5.7464 -0.7980 0.4599
H 1.2165 4.0851 0.5928 0.7758
H 3.3053 -2.2725 5.4932 0.3524
H 5.1779 -2.4156 7.0755 0.4160
H 7.3131 -1.2946 6.5663 0.3917
H 7.5737 -0.0517 4.4547 0.4113
H 5.7291 0.0874 2.8616 0.3847
H 2.5756 0.9675 5.0485 0.5879
H 0.8707 1.2322 6.7940 0.4398
H -1.0363 -0.3288 6.9181 0.4487
H -1.1969 -2.2056 5.3214 0.5666
H 0.5560 -2.5161 3.6228 0.6047
C 3.0536 -0.9747 -4.4096 -2.2264
C 1.8277 -0.0611 -4.4682 1.3467
C 1.0956 -0.2955 -5.7787 -1.7940
O 0.9845 -0.4220 -3.3493 -0.7199
B 1.2623 0.4350 -2.2988 1.7702
O 2.0738 1.4457 -2.6972 -0.1247
C 2.1614 1.4256 -4.1409 1.2513
C 1.0872 2.3751 -4.6748 -1.6048
C 3.5301 1.9060 -4.5987 -2.0929
H 2.7181 -2.0095 -4.3825 0.4548
H 3.6313 -0.7667 -3.5128 0.2766
H 3.6784 -0.8406 -5.2866 0.4333
H 0.9126 -1.3609 -5.8936 0.5261
H 1.7113 0.0466 -6.6065 0.4445
H 0.1417 0.2172 -5.8007 0.2466
H 0.1009 2.0589 -4.3398 0.0793
H 1.1078 2.4100 -5.7592 0.4060
H 1.2739 3.3680 -4.2771 0.3864
H 4.3356 1.2897 -4.2107 0.3640
H 3.6775 2.9271 -4.2544 0.5610
H 3.5646 1.8923 -5.6851 0.3566
```

Molecular formula: C19H68N14O15
Method: DFT, ωB97M-V with the def2-TZVPD basis set

Summary:
**Frontier orbital gap**: 7.358 eV
**HOMO**: -8.01 eV
**Multiplicity**: 1
**Strongest force on any atom**: 11.12 eV/Å

Geometry as XYZ:
```
116
Properties=species:S:1:pos:R:3:mulliken_charge:R:1
C -5.3577 17.3269 -23.0895 -0.0442
C -6.5887 17.7109 -22.2162 -0.5045
O -6.2733 18.3514 -20.9728 -0.5905
H -4.8027 18.1920 -23.2858 0.7100
H -5.7280 16.9561 -24.0961 0.0553
H -4.6108 16.5998 -22.7549 -0.3911
H -7.1325 16.8566 -22.0215 0.0714
H -7.2100 18.3367 -22.9147 0.2850
H -7.0046 18.1727 -20.3878 0.3560
C -5.3809 14.3719 -19.5935 -0.3127
C -6.4462 13.2714 -19.4461 -0.4642
O -6.1324 12.2385 -20.2248 -0.6618
H -5.4657 14.8456 -20.6305 -0.2339
H -4.4466 13.9341 -19.2993 0.2601
H -5.5821 15.2093 -18.8589 0.4277
H -7.4970 13.6195 -19.6900 0.0971
H -6.4655 12.9262 -18.4031 0.4430
H -6.7289 12.2776 -20.9986 0.3595
C -7.2955 13.4374 -26.6863 -1.0589
C -7.0621 12.0552 -26.1637 1.1380
O -5.7244 11.7027 -26.2533 -0.6952
H -6.7858 14.2089 -26.0672 0.0862
H -8.3181 13.6736 -26.5874 0.5624
H -6.9713 13.6687 -27.6983 0.3079
H -7.8008 11.3572 -26.6502 0.3696
H -7.3120 12.0016 -25.1003 -0.9483
H -5.6207 11.2730 -25.4046 0.0366
C -2.6663 10.0099 -25.0768 -0.6243
C -2.1872 9.8784 -26.5343 -0.5536
O -1.1687 10.7204 -26.8237 -0.5814
H -3.2776 10.8319 -25.0112 -0.2018
H -1.8328 9.9349 -24.4107 0.3801
H -3.2203 9.1178 -24.8268 0.5448
H -3.0664 10.1692 -27.1816 0.1518
H -1.9835 8.8494 -26.7555 0.5780
H -0.9538 10.6221 -27.7525 0.3418
C -8.3353 13.3860 -22.2385 -0.0584
O -7.7126 14.3913 -22.9340 -0.5148
N -9.3836 13.5812 -21.4904 -0.3349
N -7.9699 12.1428 -22.2765 -0.4826
H -9.7701 14.5576 -21.3877 0.3120
H -9.6644 12.8864 -20.7918 0.2269
H -7.4467 11.7872 -23.0914 -0.3662
H -8.2340 11.4123 -21.5773 0.3622
C -2.5343 11.8695 -21.9125 0.4542
O -1.4572 10.9975 -21.7149 -0.8258
N -3.2902 12.1410 -20.9249 0.1384
N -2.7301 12.5090 -22.9924 1.7904
H -3.1802 11.5248 -20.0665 0.3557
H -4.2619 12.1987 -21.1759 -0.1978
H -1.9513 12.5094 -23.6802 -0.7293
H -3.5367 13.0526 -23.1289 -0.6314
C -0.6571 13.6008 -24.8898 0.2931
O 0.0801 14.4615 -24.1932 -0.8766
N -1.3546 13.9925 -25.9435 0.1506
N -0.7509 12.3504 -24.7138 -0.3493
H -1.4341 15.0298 -26.0146 -0.1153
H -1.9421 13.3647 -26.5241 0.5397
H -0.2119 12.0875 -23.8198 0.3743
H -1.2722 11.6971 -25.3234 -0.1380
C -3.7533 13.9802 -28.0457 0.1711
O -4.4730 15.0243 -27.4857 -0.5016
N -3.1174 14.2227 -29.1282 -0.3286
N -3.5812 12.8168 -27.5125 0.0255
H -3.1001 15.2207 -29.2702 0.3792
H -2.5770 13.5572 -29.6024 0.1459
H -4.3843 12.4908 -26.9199 -0.3056
H -3.2344 11.9746 -28.0556 0.2442
C -0.9462 18.1206 -23.3249 0.3010
O -0.6645 19.4081 -23.3840 -0.7987
N -2.0559 17.7262 -22.8029 -0.0917
N -0.2221 17.1898 -23.8414 -0.2028
H -2.5802 18.4879 -22.2895 0.2211
H -2.3581 16.8411 -22.4292 0.1147
H 0.6509 17.6351 -24.0618 0.3164
H -0.3268 16.2749 -23.6172 0.2728
C -2.3471 17.1593 -26.4580 0.3376
O -2.7114 17.1841 -27.8492 -0.7891
N -3.0403 17.5170 -25.4290 0.1057
N -1.1674 16.7085 -26.1575 -0.3931
H -4.0155 17.6734 -25.5834 -0.0168
H -2.6958 17.5268 -24.4211 0.0892
H -0.4926 16.6000 -26.9430 0.2784
H -0.7581 16.9341 -25.2128 0.3058
C -9.3645 17.2571 -24.7422 0.6493
O -9.5219 18.5004 -25.3656 -0.7430
N -10.3438 16.5446 -24.2297 -0.3505
N -8.2850 16.6037 -24.7132 0.7564
H -11.2688 16.9475 -24.0841 0.2495
H -10.3423 15.5189 -24.2155 0.1724
H -7.5582 16.9912 -25.3510 -0.1116
H -8.0077 15.8960 -24.0376 -0.0387
C -6.2450 17.8426 -27.4422 -0.9242
O -5.9412 16.9942 -26.3808 -0.4969
H -7.0086 17.3825 -28.0742 0.2652
H -5.4077 17.9146 -28.1650 0.2612
H -6.5891 18.7821 -27.0943 0.2938
H -5.4391 16.2089 -26.6267 0.1426
C -2.4028 15.8270 -20.3811 -0.9832
O -2.4050 15.1197 -21.5938 -0.4443
H -3.3118 16.3249 -20.1309 0.3161
H -1.5703 16.5491 -20.3057 0.3861
H -2.2233 15.1158 -19.5548 0.3382
H -3.0118 14.3115 -21.5378 -0.0889
C -4.3751 14.3492 -24.4478 0.4171
O -5.0030 13.9556 -23.3315 3.1213
H -3.3877 14.9054 -24.3838 -0.6631
H -5.0816 15.0375 -24.9199 -0.6513
H -4.3245 13.5774 -25.1210 0.0466
H -5.9621 14.0241 -23.5139 -0.9504
C -5.6115 9.8932 -23.0404 -1.0635
O -5.3716 11.1809 -23.4702 0.6762
H -5.0658 9.1600 -23.6657 0.2100
H -6.7534 9.7110 -23.0010 0.2649
H -5.2949 9.8620 -22.0225 0.3577
H -4.4326 11.3428 -23.3045 -0.3688
```

Molecular formula: C4H7IrO3SbSe4
Method: DFT, ωB97M-V with the def2-TZVPD basis set

Summary:
**Frontier orbital gap (alpha / beta)**: 6.936 / 5.740 eV
**HOMO (alpha / beta)**: -4.87 / -4.96 eV
**Multiplicity**: 5
**⟨S²⟩**: 6.023
**Charge**: -1
**Strongest force on any atom**: 0.37 eV/Å

Geometry as XYZ:
```
20
Properties=species:S:1:pos:R:3:nbo_charge:R:1
Ir -1.0640 -0.9875 0.9689 0.9068
Se -6.0505 -1.2850 1.9508 -0.6660
Sb -3.8263 -1.1023 2.7539 1.0163
Se -2.3443 -2.8843 1.5550 -0.4349
Se -2.5558 0.7996 1.4764 -0.4395
Se -3.2353 -0.9767 5.0340 -0.6527
C 2.1190 -0.1507 -2.0240 -0.6219
C 1.2031 0.2846 -0.8952 0.1330
C 0.9413 1.7838 -0.9000 -0.6303
O -0.0649 -0.4163 -1.0178 -0.7480
C 1.7947 -0.1193 0.4721 0.7564
O 2.9587 0.1762 0.6907 -0.6587
O 1.0176 -0.7418 1.2919 -0.7752
H 1.7334 0.1916 -2.9877 0.1919
H 2.2057 -1.2366 -2.0451 0.2223
H 3.1063 0.2792 -1.8622 0.2420
H 0.5614 2.1047 -1.8742 0.1942
H 1.8682 2.3184 -0.6972 0.2379
H 0.2082 2.0377 -0.1328 0.2295
H -0.5766 -0.0753 -1.7576 0.4969
```